ORCA calculation (ωB97M-V with the def2-TZVPD basis set) on C27H22IrN6O9 as an isolated structure in a non-equilibrium geometry.

CARTESIAN COORDINATES (ANGSTROEM)
Ir -0.754 1.018 -0.789
O -2.457 1.715 0.172
C -3.633 1.543 -0.175
C -4.104 0.853 -1.333
C -5.484 0.666 -1.487
C -5.972 -0.009 -2.574
C -5.118 -0.501 -3.564
C -3.765 -0.312 -3.448
C -3.211 0.356 -2.336
O -1.914 0.487 -2.291
N -7.422 -0.216 -2.699
O -7.812 -0.798 -3.690
O -8.121 0.206 -1.800
H -4.405 1.953 0.485
H -6.178 1.050 -0.751
H -5.545 -1.021 -4.410
H -3.079 -0.677 -4.200
O 1.734 -5.768 0.629
N 2.368 -4.986 -0.192
O 3.491 -5.396 -0.719
C 1.875 -3.699 -0.561
C 2.602 -3.039 -1.525
C 2.257 -1.746 -1.963
C 3.037 -1.024 -2.893
C 2.677 0.251 -3.235
C 1.545 0.818 -2.650
N 0.808 0.160 -1.767
C 1.126 -1.110 -1.429
C 0.331 -1.803 -0.450
N -0.766 -1.176 0.004
C -1.526 -1.708 0.937
C -1.215 -2.935 1.505
C -0.102 -3.611 1.065
C 0.704 -3.084 0.031
H 3.474 -3.521 -1.938
H 3.918 -1.492 -3.311
H 3.257 0.829 -3.940
H 1.235 1.824 -2.896
H -2.397 -1.140 1.242
H -1.839 -3.340 2.288
H 0.162 -4.547 1.516
C 4.115 2.250 0.778
C 3.819 1.597 2.128
C 2.325 1.646 2.520
C 2.074 0.915 3.853
C 0.600 0.930 4.256
C 1.940 3.106 2.685
O 2.376 3.802 3.562
N 1.075 3.630 1.732
C 0.462 2.910 0.754
O -0.272 3.420 -0.089
N 0.647 1.561 0.673
C 1.553 0.880 1.439
O 1.775 -0.306 1.283
H 5.167 2.123 0.529
H 3.908 3.321 0.798
H 3.523 1.795 -0.022
H 4.383 2.103 2.912
H 4.123 0.551 2.106
H 2.673 1.399 4.625
H 2.420 -0.112 3.741
H 0.262 1.946 4.470
H 0.446 0.333 5.153
H -0.028 0.516 3.462
H 0.853 4.614 1.794

Its total energy is -58550.177 eV. The multiplicity is 5. The calculation puts the orbital gap (alpha / beta) at 5.1 / 6.9 eV. Its net charge is +1. The HOMO energy (alpha / beta) is -9.781 / -12.414 eV. The calculation puts the largest force on an atom at 6.42 eV/A.